A 2-piece molecular cluster, C6H14N2O2 overall at a distorted geometry, computed with ωB97M-V/def2-TZVPD.

Each atom is followed by the atoms it is bonded to, with distances in Å.
CARTESIAN COORDINATES (ANGSTROEM)
1 C -3.633 -0.428 -0.112  C3 1.544, H6 1.086, H9 1.103, H10 1.094
2 C -1.029 -3.204 0.066  N5 1.465, H8 1.119, H11 1.068, H12 1.083
3 C -2.494 -1.295 0.467  C1 1.544, O4 1.213, N5 1.353
4 O -1.870 -0.939 1.445  C3 1.213
5 N -2.220 -2.411 -0.247  C2 1.465, C3 1.353, H7 1.004
6 H -4.198 -0.304 0.808  C1 1.086
7 H -2.842 -2.887 -0.875  N5 1.004
8 H -0.798 -2.948 1.130  C2 1.119
9 H -3.351 0.559 -0.513  C1 1.103
10 H -4.123 -0.885 -0.978  C1 1.094
11 H -1.037 -4.271 0.111  C2 1.068
12 H -0.142 -2.749 -0.359  C2 1.083
13 C 0.934 0.727 -0.901  C15 1.556, H18 1.061, H21 1.085, H22 1.105
14 C 3.634 2.991 0.646  N17 1.476, H20 1.092, H23 1.083, H24 1.093
15 C 2.268 1.087 -0.186  C13 1.556, O16 1.220, N17 1.349
16 O 3.253 0.404 -0.411  C15 1.220
17 N 2.353 2.329 0.332  C14 1.476, C15 1.349, H19 1.004
18 H 0.435 1.553 -1.341  C13 1.061
19 H 1.528 2.899 0.370  N17 1.004
20 H 3.362 3.725 1.407  C14 1.092
21 H 1.234 -0.112 -1.521  C13 1.085
22 H 0.318 0.271 -0.105  C13 1.105
23 H 4.451 2.399 1.038  C14 1.083
24 H 3.965 3.486 -0.271  C14 1.093

- E_HOMO: -9.357 eV
- Spin multiplicity: 1
- Frontier orbital gap: 0.3726 Ha
- Relative energy (zero: lowest compared OMol25 entry of this formula, charge and spin): 36.78 kcal per mole
- Structure (SMILES): CNC(C)=O.CNC(C)=O
- DFT total energy: -13524.0294 eV

Atom charges from the Mulliken analysis, given in e for atoms 1 to 2:
1 C -0.985
2 C -0.918